[1]
{"formula": "C5H11B", "method": "ωB97M-V/def2-TZVPD", "de_lowest_ev": 2.0324, "homo_lumo_gap_ev": 9.7267, "e_tot_ha": -221.8747, "homo_ev": -9.06, "multiplicity": 1, "smiles": "C/C=C/B(C)C", "species": ["C", "C", "C", "B", "C", "C", "H", "H", "H", "H", "H", "H", "H", "H", "H", "H", "H"], "xyz": [[-2.227, -0.118, 2.042], [-1.213, -0.344, 0.988], [-0.227, 0.476, 0.703], [0.949, 0.075, -0.725], [0.401, 0.365, -2.249], [2.368, -0.392, -0.499], [-1.833, 0.517, 2.881], [-2.640, -1.038, 2.487], [-3.146, 0.349, 1.725], [-1.612, -1.101, 0.266], [-0.095, 1.494, 1.272], [0.332, -0.527, -2.834], [1.246, 0.921, -2.800], [-0.556, 0.934, -2.276], [2.629, -1.093, -1.321], [2.517, -0.938, 0.466], [3.106, 0.420, -0.127]], "lowdin_charge": [-0.15, -0.28, -0.04, -0.23, -0.07, -0.08, 0.09, 0.07, 0.06, 0.11, 0.10, 0.03, 0.08, 0.06, 0.07, 0.07, 0.11]}

[2]
{"formula": "C5H11BCl2O2", "method": "ωB97M-V/def2-TZVPD", "de_lowest_ev": 1.0334, "homo_lumo_gap_ev": 8.9872, "e_tot_ha": -1292.8529, "homo_ev": -9.91, "multiplicity": 1, "species": ["B", "C", "C", "C", "C", "C", "O", "O", "Cl", "Cl", "H", "H", "H", "H", "H", "H", "H", "H", "H", "H", "H"], "xyz": [[-2.471, -2.051, 0.133], [1.659, 1.573, -0.892], [1.244, 0.785, 0.376], [-0.272, 0.411, 0.216], [-0.668, -0.507, 1.388], [-2.035, -1.063, 1.351], [-1.576, -2.279, -0.910], [-3.549, -2.825, 0.316], [-3.405, 0.414, -0.021], [-2.958, -1.067, 2.769], [1.458, 2.649, -0.979], [1.368, 1.068, -1.735], [2.750, 1.454, -0.826], [1.970, -0.004, 0.710], [1.173, 1.347, 1.247], [-0.291, -0.151, -0.646], [-1.021, 1.126, 0.212], [-0.118, -1.378, 1.450], [-0.640, -0.017, 2.455], [-1.860, -2.664, -1.802], [-4.167, -3.061, -0.457]], "lowdin_charge": [-0.90, -0.09, -0.22, -0.21, -0.24, -0.65, 0.11, 0.12, 0.23, 0.79, 0.08, 0.03, 0.07, 0.13, 0.07, 0.07, 0.04, 0.11, 0.14, 0.15, 0.17]}

[3]
{"formula": "C5H11BO2", "method": "ωB97M-V/def2-TZVPD", "de_lowest_ev": 2.1833, "homo_lumo_gap_ev": 10.4150, "e_tot_ha": -372.4265, "homo_ev": -10.07, "multiplicity": 1, "species": ["B", "C", "C", "C", "C", "C", "O", "O", "H", "H", "H", "H", "H", "H", "H", "H", "H", "H", "H"], "xyz": [[1.861, -1.497, -1.336], [0.154, 0.089, -1.251], [-0.244, -1.631, 0.408], [-0.150, -0.167, 0.195], [-1.518, 0.546, 0.474], [1.029, 0.543, 0.981], [1.508, -0.152, -1.674], [1.088, -2.347, -0.769], [2.975, -1.845, -1.484], [-0.465, -0.609, -1.779], [0.002, 1.198, -1.497], [0.178, -1.921, 1.367], [-1.087, -2.180, -0.150], [-1.489, 1.347, -0.275], [-1.402, 0.946, 1.454], [-2.442, 0.020, 0.471], [0.537, 1.334, 1.584], [1.704, 1.146, 0.342], [1.484, -0.200, 1.632]], "lowdin_charge": [-0.58, -0.20, 0.15, -0.55, -0.01, 0.01, -0.01, 0.06, 0.09, 0.13, 0.16, 0.11, 0.15, 0.09, 0.06, 0.07, 0.08, 0.10, 0.09]}

[4]
{"formula": "C5H11Cl", "method": "ωB97M-V/def2-TZVPD", "de_lowest_ev": 0.0000, "homo_lumo_gap_ev": 11.3941, "e_tot_ha": -657.3000, "homo_ev": -10.46, "multiplicity": 1, "smiles": "CCC(C)(C)Cl", "species": ["C", "C", "C", "C", "C", "Cl", "H", "H", "H", "H", "H", "H", "H", "H", "H", "H", "H"], "xyz": [[1.627, -0.687, -0.007], [0.194, -1.180, -0.008], [-0.777, 0.030, -0.030], [-0.598, 0.847, -1.247], [-0.663, 0.799, 1.326], [-2.457, -0.731, -0.032], [1.751, 0.116, -0.750], [2.038, -0.182, 0.883], [2.417, -1.427, -0.218], [-0.047, -1.770, 0.880], [0.019, -1.836, -0.872], [-0.782, 0.288, -2.190], [-1.305, 1.685, -1.338], [0.406, 1.251, -1.354], [-1.554, 1.370, 1.561], [0.236, 1.413, 1.327], [-0.503, 0.014, 2.068]], "lowdin_charge": [-0.11, -0.28, -0.87, -0.14, -0.09, 0.59, 0.06, 0.08, 0.08, 0.10, 0.11, 0.10, 0.09, 0.07, 0.07, 0.08, 0.08]}